Entry from the OMol25 dataset: 2 unconnected molecules or ions with the total composition C3H13N2O (ωB97M-V/def2-TZVPD).

Results
Electronic energy: -306.72487 a.u.
Multiplicity: 2
Molecular weight: 93.15 g/mol
LUMO energy (spin up / spin down): 0.793 / 0.600 eV
Relative energy (zero: lowest compared OMol25 entry of this formula, charge and spin): 0.129 eV
Frontier orbital gap (spin up / spin down): 3.5 / 10.6 eV

Positions of all 19 atoms, in Å:
C 0.01118 1.14533 0.81625
C -0.63785 -0.22385 0.83501
C -1.63417 -0.57311 -0.28359
N -1.17289 -0.13971 -1.60458
N 0.84090 1.36170 -0.40921
H -0.70418 1.95787 0.88495
H 0.66455 1.22824 1.68515
H -1.14874 -0.29028 1.80223
H 0.14476 -0.97261 0.92171
H -2.58798 -0.13402 -0.00934
H -1.75914 -1.65470 -0.26412
H -1.91078 -0.08464 -2.29707
H 0.24915 1.14702 -1.23565
H -0.51924 -0.82591 -1.97683
H 1.21024 2.33675 -0.47981
H 1.65035 0.69997 -0.40010
H 2.18865 -2.02391 0.01361
H 2.77488 -1.67583 1.38395
O 2.34031 -1.27831 0.61744

Cartesian forces (eV/Å) of the 3 atoms listed first:
C -0.02 -0.02 0.12
C -0.07 -0.20 0.27
C 0.38 -0.12 0.51